No. 1
Here is a 4-piece molecular cluster, C35H60ClF5N5O10 overall in a non-equilibrium geometry from the Open Molecules 2025 dataset. Energies are from wB97M-V/def2-TZVPD.

The gap between HOMO and LUMO is 0.244 Eh.

Geometry as ORCA input:
```
! wB97M-V def2-TZVPD RIJCOSX def2/J DEFGRID3
* xyz 1 1
F 1.0631 -0.8510 7.7336
H -4.5101 -0.4113 3.0190
C -1.6010 0.4262 -6.9304
C 3.9853 -0.6226 -8.4888
H -6.7596 3.5888 1.3181
C 0.0321 -0.0755 7.1689
H -0.3689 -1.2545 -5.1939
C -1.3434 -1.5210 5.3930
C 4.5797 0.4987 4.6929
C -2.4704 -2.8729 -5.7899
H 2.4312 0.4299 4.7283
C -2.8482 -2.9507 3.5413
H 6.8545 0.8930 1.2915
C -2.6063 -2.3227 5.0081
C -3.7904 -2.5675 6.0142
H 1.9100 -0.4304 -7.2421
H 4.4358 -1.0944 -5.8536
H 2.7749 -1.2280 1.2172
H 3.4843 -1.5488 -8.2000
H -3.1462 0.1873 4.2240
C 3.2526 -0.1300 4.2684
F -0.3393 0.9339 8.1181
H -5.0362 4.1274 1.8839
C -7.0578 5.3129 3.5559
C 2.5786 -1.2536 2.2913
H -2.3603 -0.6863 8.8466
H -2.0628 1.7328 1.1880
H 6.4476 2.6633 -3.9271
H -6.1812 5.9563 3.9433
O -1.0166 -3.5164 2.0679
C -1.6725 -1.3218 1.9771
H 6.2011 3.3609 3.3810
H 7.2326 1.5269 2.9106
N -2.4366 -0.1393 2.2454
F -2.6651 -4.3687 3.7657
C -0.9446 -1.9932 -3.2235
H 5.0561 -0.8298 -8.5666
H -6.1497 1.1975 2.3350
C -1.5970 -4.1168 0.8894
C -0.4282 -2.1955 -4.6475
H -0.9651 -2.9555 -2.7061
C -1.2628 -0.9290 6.8293
H -5.7359 3.7208 4.3746
H 4.2590 -1.7239 -4.2381
C -4.0802 1.7569 2.9885
N -0.6046 -1.1110 0.9951
H -0.2587 -1.3240 -2.6891
O 5.3202 1.9161 2.1641
C 5.4331 2.5244 -4.3152
C 2.4672 0.7535 -5.5299
F -4.2146 -2.8561 3.1197
O -2.2251 -1.3691 -3.2218
N -1.8457 0.7507 1.3843
O -2.3458 -0.4721 -6.1334
H -4.5967 -2.1429 8.1389
H 6.0939 3.7564 1.6345
H 4.7100 2.5260 -3.4925
O 5.3617 1.3286 -5.0700
H 6.2305 -0.3331 -4.2753
H 1.9896 1.3199 -7.5540
H 5.2577 -0.7594 2.3513
H 1.4345 0.9780 -5.2393
H -2.8423 -3.7757 -6.2862
C -5.3135 1.9098 1.9790
H -1.1793 1.1917 -6.2724
H -2.2569 0.9135 -7.6604
C 6.0576 -0.2772 2.9134
H 6.9237 -0.9430 2.8357
H -3.0869 -3.0492 -2.3397
O 3.0727 -0.0545 2.8568
H -4.7387 -3.1474 5.7123
C -5.9159 3.4155 2.0783
H 4.9956 0.4061 -3.2321
N -2.2894 -4.6037 0.0449
H -3.2188 2.4911 2.8096
H -5.0719 1.6716 0.8877
H 5.1908 3.3578 -4.9777
C 6.4549 1.0631 2.2973
H 3.6213 -0.2841 -9.4652
C -6.5129 3.7768 3.5192
O 5.7429 -0.2326 4.3071
H -7.3720 3.0778 3.8546
H -2.9269 -1.5981 -1.2918
C 4.2066 -0.8035 -4.8289
H 3.0829 -2.1328 2.7053
H -0.5479 -1.3806 4.5902
C -3.1326 -1.9560 -2.3082
N -1.8615 -2.5367 2.5341
H -4.4891 2.0186 4.0380
C -0.7401 0.2651 0.5956
Cl 0.2390 1.1677 -0.6422
H 0.6003 -2.5624 -4.5722
H 1.4966 -1.3273 2.4525
C -2.6086 -1.7168 -6.7774
H 4.6532 1.5392 4.3775
O -1.1283 -3.1803 -5.4069
O 3.8070 0.3966 -7.5241
C 5.5942 3.2677 2.4784
H 4.6408 3.7718 2.6609
H -7.2787 5.6163 2.4799
H -4.1426 -1.6532 -2.5922
C 2.4729 0.4846 -7.0345
F 0.5626 0.5659 6.0053
O 2.8535 -0.3586 -4.7173
C -2.4349 -1.1605 7.8172
H -0.7732 -0.0716 -7.4397
H -1.9343 -1.8795 -7.6229
H -3.6382 -1.6813 -7.1502
C -3.7035 -1.9709 7.4564
C 5.2509 0.1603 -4.2659
H 3.0489 1.6396 -5.2754
H 4.5973 0.5160 5.7874
H -3.1012 -2.7324 -4.9122
C -3.5626 0.2121 3.1457
H -7.9244 5.4481 4.2806
H 3.2118 -1.1624 4.6246
*
```

No. 2
Here is a 7-piece molecular cluster, C35H60N2O8S overall in a non-equilibrium geometry from the Open Molecules 2025 dataset. Energies are from wB97M-V/def2-TZVPD.

The structure (SMILES) is C=CC1=C(CNC)C(=O)c2c(c(S)cc(CCCCCCCCCCCCCCCC)c2-c2ccccn2)C1=O.O.O.O.O.O.O. The gap between HOMO and LUMO is 0.298 Eh.

Geometry as ORCA input:
```
! wB97M-V def2-TZVPD RIJCOSX def2/J DEFGRID3
* xyz 0 1
H -6.2080 1.1639 1.6416
H 4.8502 -4.0920 -0.0478
H 0.6008 3.9040 -2.4509
C 6.3050 -2.2913 -1.1200
C -7.5855 -0.2098 -0.1998
C 3.2662 0.3567 -3.7937
H -11.1719 -2.2278 -0.7193
H 6.3379 -2.5916 2.6169
O 10.0459 -1.9671 -0.1477
C -3.0886 0.4528 0.4274
H 0.0202 1.9994 2.5832
H 4.4306 6.5735 -1.1835
C -9.1447 -1.8075 -1.5235
H 6.3266 -5.0429 2.2660
C -8.8547 -1.1426 -0.1646
H -6.8668 -1.2825 1.5179
C -5.5348 0.3664 1.2921
C 8.8387 -1.8871 -0.0456
H -7.9441 0.7778 0.1058
H 3.3302 7.0642 -0.2599
C 6.0031 0.2154 -1.4485
O -9.5016 0.5776 6.1585
H 6.3746 3.6543 -1.3126
H 4.6404 1.7019 0.5926
H -2.7065 2.1820 1.6802
H -10.6826 -3.3055 -2.0121
H -11.1676 -1.6789 -2.4090
C 9.0947 -5.1038 1.4140
H -4.9398 0.8699 -0.7063
C -2.1546 1.3099 1.3180
H -5.8493 -1.4767 0.1063
C 0.3772 1.7173 1.5862
H 0.7655 5.3303 -1.9499
H -13.4894 -3.4793 -2.4350
H -7.3094 -0.1412 -1.2562
C 8.6263 -3.8495 1.5541
C 6.7806 -0.8488 -1.0140
H -9.4433 0.0641 5.3438
H 6.1158 -5.2993 -0.0182
H -8.9287 -1.1587 -2.3759
H 0.7392 0.6815 1.6447
O 0.5551 4.4385 -1.6519
O -8.7853 -0.6293 3.1961
H 3.0824 0.8261 -4.7634
O 5.5758 -2.6867 -2.0107
H -10.5422 2.6045 -0.8948
H 5.8043 2.8520 -2.7572
C 8.5367 0.6195 -0.3342
H -1.8614 0.6929 2.1778
C -4.5286 0.9959 0.3029
H 10.0739 -5.3238 1.8379
C -0.8224 1.7073 0.6172
C 7.7504 1.6610 -0.7444
H -8.3976 0.0438 2.6260
C 6.4935 1.5116 -1.2889
H -5.0639 -0.0386 2.1960
C -6.4164 -0.7333 0.6819
H 1.6624 -1.5290 -1.5143
C 6.7855 -3.2179 -0.0334
H -8.5420 -2.7209 -1.5865
H 3.6768 2.4899 -1.9993
H 2.0808 2.9410 2.0093
C -10.6234 -2.2702 -1.6638
C 2.2159 -0.3421 -3.2478
H -9.1475 -1.2692 2.5747
O -13.4847 -3.4607 -1.4730
H 3.9035 -1.2222 -0.5219
H 8.5083 -5.8864 0.9330
H -9.3025 1.4770 5.8841
C 1.5363 2.6166 1.1098
O -9.6619 2.3899 -0.5701
H 4.0712 4.0172 -1.2623
N 5.6214 -4.4662 1.8330
H -13.7569 -2.5641 -1.2542
C 2.5378 1.8400 0.2289
H 5.1670 -3.4609 3.5742
H -4.5179 2.0796 0.4809
H -3.1468 -0.5666 0.8308
C 5.7809 2.8031 -1.6590
S 10.1700 0.9553 0.3278
H -9.7556 -0.5774 0.1109
H -8.7665 -1.9460 0.5794
C 2.4325 -0.9608 -2.0204
N 4.4691 0.5473 -3.2783
H 4.5877 -2.6309 2.1484
H -2.6902 0.3476 -0.5894
O 3.5041 6.8336 -1.1782
H 10.9653 0.4789 -0.6547
C 3.9699 2.4766 0.2101
C 8.0400 -0.6693 -0.4637
H 1.1815 3.5097 0.5877
C 8.0005 -3.0350 0.4756
H -0.9705 2.7198 0.2218
H 2.1091 1.7623 -0.7758
H 8.7344 -3.3646 2.5302
H 3.9226 3.3159 0.9083
C 4.6658 -0.0133 -2.0848
C 5.8266 -4.3281 0.3963
H 1.2597 -0.4127 -3.7524
C 4.2949 2.9421 -1.2274
H -0.6699 0.9924 -0.1981
H -9.2498 3.2472 -0.4216
C 3.6784 -0.7618 -1.4830
H 8.1480 2.6671 -0.6401
C 5.4300 -3.2103 2.5376
H 2.5960 0.8158 0.6151
*
```